# 1
Below is an isolated ion of composition CH3O2S2 and charge -1 in a non-equilibrium geometry, with properties calculated with wB97M-V/def2-TZVPD.

Last column: Mulliken charge in e.
Cartesian coordinates (Å):
C: -0.36576 -0.91731 -0.10274  -0.79
S: 0.28552 0.74211 0.07162  0.76
O: -0.46414 1.59135 -0.82144  -0.59
O: 2.04590 0.49090 -0.50261  -0.73
S: 0.04168 1.43628 1.94749  -0.53
H: -1.43376 -0.61497 -0.32953  0.29
H: -0.00286 -1.09024 -1.01418  0.30
H: -0.10658 -1.63810 0.75139  0.28

Summary:
Charge ... -1
LUMO level ... 3.7 eV
Structure (SMILES) ... CS(=O)(=O)[S-]
Relative energy (zero: lowest compared OMol25 entry of this formula, charge and spin) ... 2.827 eV
DFT total energy ... -986.7218 Ha
Orbital gap ... 7.862 eV



# 2
Below is one molecule with the formula C4H8N2OS in a non-equilibrium geometry, with properties calculated with wB97M-V/def2-TZVPD.

Last column: Mulliken charge in e.
Cartesian coordinates (Å):
O: 2.39601 -1.08697 -0.60363  -0.54
C: 1.64094 -0.51717 0.40378  0.02
C: 1.09341 1.02328 0.05942  -0.65
N: -0.28667 0.43904 0.30856  -0.08
C: -1.45469 1.05375 -0.11432  0.19
N: -2.62331 0.66586 -0.31099  -0.41
S: -3.23810 -0.94217 0.04289  -0.17
C: 0.11924 -0.94656 0.20024  -0.67
H: 3.36625 -0.95793 -0.32173  0.34
H: 2.17324 -0.49221 1.34665  0.36
H: 1.37095 1.23810 -0.96953  0.35
H: 1.46350 1.84717 0.78668  0.26
H: -1.27118 2.17322 -0.41472  0.25
H: -4.40554 -0.60811 -0.47462  0.16
H: 0.13679 -1.22411 -0.88392  0.31
H: -0.48083 -1.66520 0.94525  0.29

Summary:
LUMO level ... 0.6 eV
Structure (SMILES) ... OC1CN(/C=N\S)C1
Relative energy (zero: lowest compared OMol25 entry of this formula, charge and spin) ... 3.074 eV
DFT total energy ... -740.0491 Ha
Orbital gap ... 8.691 eV



# 3
Below is a 7-piece molecular cluster, C22H50O19S3 overall in a non-equilibrium geometry, with properties calculated with wB97M-V/def2-TZVPD.

Last column: Mulliken charge in e.
Cartesian coordinates (Å):
C: -0.61253 -2.35772 4.72451  -1.06
C: -2.03101 -2.32793 4.09047  -0.20
O: -2.90740 -3.40316 4.51424  -0.31
S: -3.13742 -3.59700 6.10177  1.13
C: -5.02246 -3.96482 6.27217  -0.92
O: -2.41896 -4.77141 6.59401  -0.61
O: -2.80453 -2.33593 6.78278  -0.62
H: -0.70148 -1.75222 5.62648  0.49
H: 0.17525 -2.04231 4.04039  0.33
H: -0.31171 -3.33821 5.09366  0.31
H: -2.57159 -1.39487 4.24944  0.27
H: -2.06439 -2.38282 3.00237  0.29
H: -5.33593 -3.65245 7.26829  0.34
H: -5.19859 -5.02227 6.07502  0.33
H: -5.53199 -3.45366 5.45535  0.32
C: 3.68565 1.93924 -1.90436  -0.76
C: 4.53300 1.26437 -3.07328  -0.49
O: 5.88294 1.37921 -2.73189  -0.31
S: 6.67195 2.88604 -2.83280  1.12
C: 8.20959 2.26450 -3.61513  -0.89
O: 5.93536 3.73986 -3.76902  -0.59
O: 7.01332 3.29574 -1.48636  -0.57
H: 3.95269 2.99595 -1.89213  0.51
H: 3.86212 1.44431 -0.94938  0.21
H: 2.62256 1.80175 -2.10192  0.16
H: 4.31842 0.19861 -3.15212  0.30
H: 4.36252 1.60055 -4.09603  0.32
H: 8.46112 1.27110 -3.24366  0.31
H: 9.01708 2.97280 -3.42969  0.34
H: 8.07161 2.14255 -4.68946  0.32
C: -6.28918 0.41980 -0.46981  -1.11
C: -5.50387 1.72121 -0.24199  -0.22
O: -4.68393 2.04145 -1.36220  -0.36
S: -3.26502 2.81645 -0.94906  1.34
C: -2.21004 1.46094 -0.18042  -0.97
O: -2.61981 3.26243 -2.13780  -0.62
O: -3.64132 3.79587 0.07431  -0.70
H: -6.65059 0.42306 -1.49814  0.29
H: -7.07480 0.27943 0.27262  0.36
H: -5.60646 -0.42027 -0.34234  0.24
H: -6.08436 2.57472 0.10823  0.41
H: -4.87630 1.42559 0.59877  0.24
H: -1.17081 1.52804 -0.50226  0.11
H: -2.75982 0.53344 -0.34043  0.54
H: -2.27934 1.62403 0.89509  0.40
C: -0.30975 5.58339 -0.31455  -0.68
O: 0.44786 5.44747 0.84608  -0.36
C: 0.85035 4.27287 1.28775  0.67
O: 0.43689 3.14932 0.92660  -0.42
O: 1.84879 4.56183 2.19603  -0.34
C: 2.41092 3.38046 2.68837  -0.36
H: -0.20636 4.84847 -1.11287  0.30
H: -0.10894 6.59865 -0.65663  0.33
H: -1.38793 5.63027 -0.16141  0.26
H: 1.73208 2.96296 3.43199  0.26
H: 3.37902 3.56576 3.15372  0.28
H: 2.49538 2.66060 1.87427  0.02
C: 0.39860 -4.46584 0.58580  -0.96
O: 1.25127 -3.89739 1.63067  -0.06
C: 2.40157 -4.44675 1.88141  0.69
O: 2.94198 -5.40582 1.40822  -0.59
O: 2.86843 -3.83222 2.95771  -0.25
C: 3.93918 -4.38211 3.72095  -0.75
H: 0.78630 -4.18683 -0.39397  0.37
H: -0.57365 -3.97978 0.50466  0.29
H: 0.28349 -5.54926 0.55336  0.41
H: 4.36111 -3.68075 4.44079  0.26
H: 4.78965 -4.57915 3.06828  0.32
H: 3.70237 -5.37940 4.09167  0.30
C: -0.84637 0.47106 -4.66286  -0.15
O: -2.02137 0.37900 -5.48234  -0.34
C: -2.62863 -0.81665 -5.76108  0.76
O: -2.21430 -1.90878 -5.45602  -0.54
O: -3.65019 -0.66854 -6.64322  -0.32
C: -3.82475 0.46448 -7.46816  -0.61
H: 0.08451 0.31183 -5.20711  0.35
H: -0.84930 0.00441 -3.67781  -0.14
H: -0.80131 1.54031 -4.45598  0.29
H: -4.09643 1.36210 -6.91267  0.27
H: -4.61145 0.34950 -8.21379  0.26
H: -2.87793 0.79020 -7.89890  0.30
C: 1.50189 -0.58404 0.67970  -0.43
C: 1.09399 -0.49786 -0.71420  0.53
C: -0.21072 -1.13861 -0.84101  -0.22
O: -0.85804 -0.94027 0.49229  -0.38
C: 0.15827 -0.74262 1.50632  0.70
H: 2.09336 0.22136 1.11512  0.17
H: 2.10130 -1.46635 0.90406  0.09
H: 1.85529 -1.00287 -1.30875  0.55
H: 1.11723 0.52521 -1.08957  -0.54
H: -0.09015 -2.21413 -0.97071  0.03
H: -0.83671 -0.73418 -1.63640  -0.20
H: 0.27124 -1.62099 2.14178  -0.98
H: -0.00758 0.15366 2.10406  0.53

Summary:
LUMO level ... 0.3 eV
Structure (SMILES) ... CCOS(C)(=O)=O.CCOS(C)(=O)=O.CCOS(C)(=O)=O.COC(=O)OC.COC(=O)OC.COC(=O)OC.C1CCOC1
DFT total energy ... -3492.2017 Ha
Orbital gap ... 10.398 eV



# 4
Below is a 2-piece molecular cluster, C6H12O overall, with properties calculated with wB97M-V/def2-TZVPD.

Last column: Mulliken charge in e.
Cartesian coordinates (Å):
C: 0.70086 1.26884 1.47279  -1.11
C: 0.93243 0.14542 0.51266  -0.58
C: 0.41085 -1.22978 0.80946  0.03
C: 0.30638 -2.19784 -0.18201  -0.83
O: -0.14660 -0.74100 -1.94627  -0.55
C: -0.33071 0.43516 -1.62988  0.20
C: -1.61687 0.88569 -0.99359  -0.95
H: 1.57986 1.56856 2.05263  0.35
H: 0.37653 2.13587 0.88132  0.26
H: -0.12057 1.04472 2.16579  0.30
H: 1.79079 0.18205 -0.15181  0.51
H: -0.25708 -1.31205 1.67207  0.31
H: 1.48854 -1.16937 1.27108  0.21
H: -0.47991 -2.94126 -0.14144  0.29
H: 1.02434 -2.25022 -0.98319  0.33
H: 0.19154 1.23398 -2.20512  0.35
H: -1.87579 0.23312 -0.15511  0.22
H: -1.59241 1.93484 -0.67855  0.30
H: -2.38218 0.77329 -1.77083  0.34

Summary:
LUMO level (spin up / spin down) ... 0.9 / 0.6 eV
Relative energy (zero: lowest compared OMol25 entry of this formula, charge and spin) ... 5.313 eV
DFT total energy ... -310.8640 Ha
Orbital gap (spin up / spin down) ... 7.743 / 7.517 eV



# 5
Below is a 2-piece molecular cluster, H2NO2S overall in a non-equilibrium geometry, with properties calculated with wB97M-V/def2-TZVPD.

Last column: Mulliken charge in e.
Cartesian coordinates (Å):
N: 0.46113 2.77887 0.21888  -0.33
O: -1.09074 -1.99833 0.60734  -0.62
O: 1.20434 -1.21673 0.16393  -0.57
S: -0.24102 -0.83590 0.18598  0.26
H: 0.35757 1.76317 0.16531  0.28
H: -0.69128 -0.49108 -1.34144  -0.02

Summary:
Charge ... -1
LUMO level (spin up / spin down) ... 2.2 / 2.2 eV
Relative energy (zero: lowest compared OMol25 entry of this formula, charge and spin) ... 4.836 eV
DFT total energy ... -604.4757 Ha
Orbital gap (spin up / spin down) ... 5.444 / 5.414 eV



# 6
Below is C32H34F3N2O2P2STl as an isolated structure in a non-equilibrium geometry, with properties calculated with wB97M-V/def2-TZVPD.

Last column: Mulliken charge in e.
Cartesian coordinates (Å):
Tl: -3.06763 -16.50433 5.81961  1.02
C: -3.51323 -21.46201 8.36572  -0.92
C: -4.61346 -20.36611 8.37247  -0.52
P: -4.14075 -18.83374 9.40089  0.58
C: -5.21689 -19.20350 10.91276  0.54
C: -4.54125 -19.75377 11.97460  -0.33
C: -5.28666 -20.21152 13.07384  -0.65
C: -6.64022 -19.95963 13.15421  -0.51
C: -7.31063 -19.42339 12.06579  -0.71
C: -6.59267 -19.08329 10.91622  -0.50
C: -5.07500 -17.50299 8.60197  0.80
C: -4.52763 -16.20253 8.64403  -1.23
C: -5.08042 -15.11289 7.98675  -0.53
C: -6.20620 -15.30105 7.16215  -0.60
C: -6.72756 -16.60870 7.04090  -0.83
C: -6.20937 -17.68097 7.76374  0.01
C: -2.52179 -21.18244 7.22314  -0.69
P: -1.71627 -19.51403 7.33929  1.05
C: -0.44964 -19.71072 8.65204  0.28
C: 0.26775 -20.86749 9.02077  -0.18
C: 1.07054 -20.82640 10.14854  -0.73
C: 1.19448 -19.65756 10.91886  -0.61
C: 0.52238 -18.49713 10.51840  -0.65
C: -0.28756 -18.55013 9.42531  -0.45
C: -0.73275 -19.58534 5.73504  0.61
C: -1.42371 -19.19180 4.58368  -0.57
C: -0.87194 -19.19948 3.30503  -1.29
C: 0.39707 -19.76312 3.14104  -0.50
C: 1.11537 -20.18144 4.23438  -0.73
C: 0.55916 -20.06593 5.53626  -0.28
H: -4.01684 -22.44688 8.16435  0.30
H: -3.01631 -21.54369 9.33201  0.32
H: -5.58814 -20.72698 8.68699  1.14
H: -4.70936 -20.06205 7.32173  -0.56
H: -3.46560 -19.90340 12.00095  0.46
H: -4.80888 -20.64139 13.92985  0.37
H: -7.15176 -20.19435 14.06523  0.40
H: -8.36133 -19.23844 12.19311  0.40
H: -7.11930 -18.65522 10.06910  0.27
H: -3.58745 -16.10853 9.24247  0.14
H: -4.55523 -14.21442 8.04207  0.52
H: -6.69358 -14.48368 6.67202  0.44
H: -7.54309 -16.75743 6.33385  0.39
H: -6.67294 -18.62398 7.64447  0.62
H: -3.05805 -21.24449 6.26359  0.00
H: -1.79155 -22.00919 7.25694  0.62
H: 0.18754 -21.76179 8.46182  0.48
H: 1.64629 -21.68883 10.40242  0.42
H: 1.72177 -19.63708 11.84598  0.42
H: 0.63107 -17.59876 11.08755  0.52
H: -0.77051 -17.61549 9.14398  -0.01
H: -2.36636 -18.80170 4.67406  0.48
H: -1.49880 -18.75895 2.53883  0.47
H: 0.80623 -19.77946 2.14890  0.39
H: 2.09515 -20.59576 4.05333  0.41
H: 1.21223 -20.29299 6.39773  0.35
C: -4.19733 -23.08413 3.75541  -1.00
N: -4.81055 -21.77197 3.88429  -0.14
C: -5.48249 -21.17888 4.89542  0.18
S: -5.73344 -19.51261 4.88308  -0.34
N: -6.00290 -21.94112 5.89799  0.07
C: -6.31968 -23.35984 5.95407  -1.09
H: -3.51940 -22.96531 2.93116  0.40
H: -4.85863 -23.90521 3.48063  0.32
H: -3.50970 -23.29306 4.59406  0.27
H: -4.58026 -21.10874 3.22310  0.25
H: -6.48710 -21.37085 6.58929  0.22
H: -6.55971 -23.81851 5.01174  0.36
H: -7.18413 -23.42797 6.60897  0.38
H: -5.51753 -23.98881 6.40297  0.29
F: 1.02377 -14.14528 7.74444  -0.27
C: -0.11300 -14.34340 8.41708  0.69
F: 0.16348 -15.24642 9.42470  -0.22
F: -0.39297 -13.14721 9.04760  -0.27
C: -1.27993 -14.82535 7.49780  0.56
O: -2.06742 -13.98067 7.08742  -0.66
O: -1.22713 -16.04362 7.21614  -0.68

Summary:
LUMO level ... 0.2 eV
Relative energy (zero: lowest compared OMol25 entry of this formula, charge and spin) ... 0.000 eV
DFT total energy ... -3052.7949 Ha
Orbital gap ... 8.348 eV